89
Properties=species:S:1:pos:R:3:forces:R:3 method="wB97M-V/def2-TZVPD" total_energy_ev=-90540.01294 de_lowest_ev=6.2292 homo_lumo_gap_ev="4.201 / 7.699" total_charge=+1 s_squared=3.7518 spin_multiplicity=4
Ti -1.559 0.662 0.225 0.026 0.121 -0.631
C 2.635 1.178 -3.314 -1.435 -1.559 0.513
O 3.435 0.328 -3.518 2.394 -2.992 -0.278
N 2.860 2.391 -3.688 0.381 4.707 -1.004
N 1.442 0.956 -2.732 -1.103 0.011 0.547
H 2.175 3.114 -3.518 0.490 0.081 -0.245
H 3.755 2.588 -4.113 -0.374 0.106 0.053
H 1.233 0.026 -2.398 -0.350 0.327 -0.053
H 0.741 1.682 -2.756 -0.292 -0.524 0.360
C -1.508 2.900 2.876 -1.725 -1.274 1.639
O -1.781 2.134 1.958 0.446 -0.532 0.319
N -1.030 4.086 2.774 2.183 3.948 -4.120
N -1.722 2.840 4.195 -1.824 -3.494 4.545
H -0.814 4.639 3.591 0.508 -0.048 -0.821
H -0.690 4.189 1.828 0.265 1.480 0.011
H -2.026 3.607 4.778 0.279 0.316 -0.732
H -1.745 2.022 4.787 -0.264 -0.488 -0.834
C 4.290 -1.609 -0.228 1.541 -3.884 3.045
O 4.306 -1.610 1.008 -0.153 1.548 0.115
N 5.137 -2.437 -0.895 1.310 -0.622 -1.288
N 3.374 -1.162 -1.016 -2.723 2.692 -1.243
H 4.799 -2.706 -1.808 0.430 -0.076 -0.040
H 5.671 -3.153 -0.423 -0.238 0.543 0.374
H 2.635 -0.572 -0.662 0.060 -0.045 0.092
H 3.363 -1.486 -1.973 -0.244 0.437 -0.161
C 2.227 1.693 0.904 -2.839 -0.814 -0.854
O 1.474 0.767 0.696 -1.663 -2.622 0.082
N 1.910 2.746 1.580 -1.739 3.851 3.183
N 3.310 1.920 0.297 6.040 0.365 -3.123
H 2.639 3.444 1.616 -0.866 0.225 0.842
H 1.062 2.830 2.122 0.474 -0.183 -0.006
H 3.762 2.795 0.524 0.557 -0.649 -0.532
H 3.802 1.270 -0.299 -0.185 -0.136 0.130
C -1.258 3.466 -1.143 1.354 1.288 -0.981
O -1.292 2.420 -1.774 -0.236 -1.559 0.425
N -2.269 4.263 -0.929 -3.569 -0.181 -0.150
N -0.136 4.094 -0.833 3.535 -0.472 0.638
H -2.246 5.163 -0.471 -0.182 -0.484 -0.139
H -3.091 3.707 -1.118 -0.818 1.159 0.116
H 0.661 3.477 -0.897 0.433 0.575 0.207
H -0.055 5.033 -0.470 -0.015 -0.419 -0.143
C 2.349 -3.761 -2.964 -3.455 -0.680 1.214
O 3.205 -2.985 -2.879 4.528 5.775 -0.110
N 1.074 -3.573 -2.617 -0.925 -0.086 -0.368
N 2.686 -4.959 -3.272 0.559 -5.406 -1.296
H 0.496 -4.382 -2.797 -0.668 0.848 0.436
H 0.789 -2.663 -2.283 -0.562 -0.274 0.034
H 3.670 -5.107 -3.098 -0.224 -0.507 -0.348
H 2.028 -5.694 -3.056 0.547 -0.296 -0.132
C 0.252 -3.730 0.983 4.731 0.840 -0.867
O -0.689 -4.203 1.456 -7.253 -2.474 2.861
N 0.347 -2.521 0.477 -0.377 1.445 -0.936
N 1.397 -4.399 1.018 2.352 -1.197 -0.625
H -0.482 -2.008 0.740 0.382 0.935 -0.361
H 1.288 -2.172 0.366 -0.493 0.742 0.130
H 1.471 -5.149 1.691 0.243 0.066 -0.564
H 2.122 -4.117 0.373 0.348 -0.391 0.661
C 1.739 -0.460 4.045 0.441 -4.147 4.808
O 1.935 -1.308 4.932 -1.283 1.003 0.211
N 0.619 0.090 3.682 -6.290 1.897 -0.309
N 2.713 0.015 3.394 4.452 2.023 -2.857
H 0.337 0.336 2.744 0.703 -0.055 -0.117
H -0.155 0.196 4.322 0.306 -0.935 0.007
H 3.607 -0.305 3.739 0.103 -0.399 -1.196
H 2.396 0.100 2.439 1.586 0.211 -0.491
C -3.267 -1.648 1.876 3.152 -0.374 -0.945
O -2.166 -1.107 1.651 0.258 0.263 -0.278
N -3.445 -2.955 1.833 0.408 -1.331 -0.274
N -4.331 -0.996 2.162 -3.875 2.450 1.179
H -4.378 -3.326 1.721 0.556 -0.302 0.073
H -2.584 -3.455 1.664 0.153 -0.899 -0.095
H -5.073 -1.558 2.555 -0.181 0.736 0.037
H -4.335 0.010 2.252 0.071 -0.335 0.035
C -1.496 -1.478 -2.606 1.892 0.000 2.469
O -0.619 -1.121 -1.807 -0.316 0.064 1.888
N -1.357 -1.168 -3.816 0.126 1.789 -5.602
N -2.511 -2.287 -2.432 -1.915 -1.709 2.690
H -0.540 -0.629 -4.064 -0.522 0.162 -0.522
H -2.185 -1.367 -4.359 0.976 0.542 -1.095
H -3.230 -2.420 -3.129 0.213 -0.180 0.499
H -2.572 -2.669 -1.499 -0.632 -0.092 -0.192
C -4.756 1.726 -0.018 1.940 3.135 -1.382
O -3.880 1.030 -0.445 2.778 -3.385 0.171
N -5.986 1.596 -0.336 -4.753 -1.361 -0.583
N -4.455 2.957 0.420 0.440 1.532 1.765
H -6.226 0.792 -0.899 -0.302 0.315 0.114
H -6.620 2.369 -0.194 -0.197 -0.623 -0.145
H -5.156 3.676 0.531 0.342 -0.174 0.340
H -3.500 3.094 0.720 -0.230 0.116 0.210